The following is a quantum chemistry calculation of 5 unconnected molecules or ions with the total composition C25H35N6O3S at a distorted geometry, from the OMol25 dataset.

Calculated values
E = -1925.481575 hartree
Kohn-Sham gap = 4.556 eV
largest force on an atom = 0.1010 hartree/bohr
charge = +1

Last column: natural (NBO) charge in e.
Geometry (Å):
C  2.611  -0.984  1.314  -0.279
O  2.498  -1.422  -0.075  -0.548
C  1.235  -2.098  -0.225  -0.062
C  -0.017  -1.061  -0.261  -0.438
C  -1.218  -1.862  -0.978  -0.504
C  -2.669  -1.368  -0.576  0.153
C  -3.672  -2.251  0.268  -0.177
S  -3.254  -3.942  0.862  0.045
C  -5.007  -1.525  0.474  0.065
N  -5.399  -0.235  0.060  -0.256
N  -4.574  0.524  -0.648  -0.113
C  -3.331  -0.020  -0.949  0.161
C  -2.402  0.950  -1.865  -0.128
O  -2.796  2.328  -1.551  -0.245
O  -2.416  2.588  -0.260  -0.448
H  1.744  -1.424  1.930  0.181
H  2.606  0.160  1.313  0.199
H  3.582  -1.421  1.746  0.204
H  1.054  -2.943  0.520  0.186
H  1.257  -2.586  -1.269  0.185
H  0.348  -0.171  -0.877  0.224
H  -0.275  -0.687  0.781  0.227
H  -1.086  -1.933  -2.121  0.272
H  -1.128  -2.952  -0.609  0.261
H  -2.808  -3.901  2.174  0.193
H  -5.805  -2.120  1.050  0.260
H  -6.346  0.125  0.279  0.455
H  -2.604  0.794  -2.972  0.245
H  -1.301  0.877  -1.587  0.209
H  -1.511  2.975  -0.254  0.466
N  3.688  3.006  2.651  -0.512
C  2.441  3.562  2.541  -0.095
C  2.046  3.968  3.793  -0.306
C  3.096  3.651  4.689  -0.295
C  4.097  3.061  3.957  -0.073
H  4.221  2.618  1.890  0.412
H  1.943  3.619  1.585  0.197
H  1.107  4.443  4.035  0.222
H  3.118  3.835  5.753  0.226
H  5.061  2.675  4.251  0.223
N  6.688  0.272  1.412  -0.518
C  7.700  1.104  1.008  -0.081
C  8.534  1.307  2.079  -0.301
C  8.012  0.566  3.168  -0.289
C  6.874  -0.064  2.727  -0.091
H  5.928  -0.043  0.832  0.406
H  7.737  1.479  -0.003  0.212
H  9.424  1.919  2.079  0.230
H  8.422  0.501  4.165  0.227
H  6.183  -0.720  3.234  0.207
N  -9.071  1.473  -0.069  -0.521
C  -10.219  1.706  -0.779  -0.070
C  -10.086  2.916  -1.413  -0.294
C  -8.808  3.431  -1.079  -0.273
C  -8.203  2.520  -0.251  -0.108
H  -8.894  0.660  0.498  0.394
H  -11.030  0.994  -0.770  0.218
H  -10.825  3.380  -2.048  0.234
H  -8.380  4.366  -1.409  0.231
H  -7.232  2.525  0.224  0.195
N  2.912  -3.158  -3.588  -0.515
C  1.926  -4.078  -3.833  -0.099
C  2.285  -4.798  -4.946  -0.284
C  3.535  -4.299  -5.386  -0.302
C  3.899  -3.290  -4.528  -0.070
H  2.911  -2.490  -2.835  0.409
H  1.056  -4.140  -3.196  0.191
H  1.711  -5.596  -5.393  0.224
H  4.107  -4.640  -6.236  0.230
H  4.772  -2.656  -4.505  0.215